Density functional theory data (ωB97M-V/def2-TZVPD) for a structure of composition C91H204AsF6NP5 in a non-equilibrium geometry.

Results
E_HOMO, eV: -17.847
Charge: +5
Calculated total energy, Eh: -8184.77559
Kohn-Sham gap, eV: 10.741
Largest force on an atom, eV/A: 3.550

Positions of all 308 atoms, in Å:
H -9.9600 -0.3407 2.0548
H -7.5225 2.0888 2.0244
H -2.7735 1.6701 5.6189
P 8.8732 2.9327 3.3910
C -6.9645 0.9727 -0.6880
H -1.9875 -3.7070 -6.1336
H 5.2396 -10.4900 -1.0539
C 1.6984 4.2862 -3.3024
H 8.0739 -9.5363 -0.7437
H 7.2672 1.2372 3.1865
H -0.4340 1.4790 -6.1058
H -7.1932 1.8840 4.5666
C -7.6530 0.4614 -1.9473
C -5.6214 -2.3355 -3.2107
H -7.9369 -0.5918 -1.8484
H -2.7239 2.9218 -5.3722
H 2.5052 -10.1536 1.5555
H -5.3276 3.0762 0.5871
C -0.4167 4.2489 -6.4132
H -4.9470 -1.5162 -3.4547
H -0.7353 -4.8380 -5.5789
H 10.5512 5.5113 4.5738
H 3.7400 6.2386 -2.8311
H 2.2324 5.0439 3.1985
H -7.5838 -0.8921 8.4550
H 5.9573 2.7016 4.4828
H 3.3499 4.2559 -8.5960
H 6.6519 -10.1805 -5.2992
H 9.9422 -8.5313 0.6534
C 7.3024 -9.6136 -3.3294
F -1.4639 1.3877 -1.7086
H -2.5977 7.6206 5.1139
F -3.7967 -0.6365 -0.0133
H 3.9333 3.2376 2.8276
H -0.9434 3.6027 -7.1450
C 9.7252 7.4487 4.9743
H -0.2774 5.0593 -3.1856
H 1.5772 6.7299 3.3997
H 2.7395 5.3651 -9.8503
C 8.2711 2.4772 7.4665
N -4.4642 -4.5542 -3.1612
H -2.4862 -5.2241 -2.8898
H 10.3712 4.5273 2.2709
H 6.7668 1.0543 7.9211
C 1.5247 -0.1386 -4.5268
H 10.6724 7.7568 5.4536
H -8.8653 -6.8551 -2.3502
H -6.1981 -4.1279 -4.2803
H 8.3639 0.5529 8.4869
H -11.9059 1.7634 0.5512
C 1.9701 5.9860 2.6981
H 7.9318 -9.0017 -5.2518
H 5.4754 -8.3810 -3.6219
C -6.4741 -6.1072 -2.5419
C -5.2838 -3.5675 -4.1118
F -3.2421 1.7567 -0.1738
H 8.4015 -11.8602 -4.9166
H 7.6436 1.4647 5.6555
C -2.8790 2.9842 3.9197
C -7.1070 0.7930 4.6952
C 8.9890 5.8247 3.1367
C -7.0192 -7.4968 -2.9694
H -7.8739 -2.0117 4.0384
H 3.3704 -6.8702 -1.3210
H -8.8801 -8.5372 -2.5925
H 9.5458 -10.6362 -4.2482
C -2.2643 3.0390 -4.4100
H -6.4772 -6.0460 -1.4560
H -3.7122 2.4372 2.1275
H 11.7460 -9.2366 -0.7784
H 3.2152 0.8518 -3.5910
H -7.0544 5.5575 -1.2636
H -6.7025 1.7468 7.1876
As -2.6284 0.3222 -0.9442
H 9.2929 1.1917 6.0650
C -4.4682 -3.9095 -1.8247
F -1.5766 0.1338 0.3498
C -7.4319 0.1923 8.4166
C 3.5784 5.4224 -2.0927
H -4.6904 -3.5830 2.6047
H -6.5260 -3.2439 -1.6071
H 1.6258 -4.7535 -1.7552
H -4.4782 -4.6844 -1.0402
H 9.5989 0.4671 -1.1050
C 1.0548 4.4114 -6.9209
H -7.4658 4.1933 0.5527
H -6.2738 -8.2401 -2.8412
H -3.7123 8.1029 1.3540
C 8.9115 3.2168 5.2163
H -1.8052 -5.2386 -6.9320
C 10.0702 0.8356 1.6526
H -2.6396 -3.6785 -3.6667
H -4.5741 -3.3827 -4.9401
H 6.7598 -10.5058 -2.9841
C -5.4433 4.1032 0.1429
C 10.0228 -8.0308 -0.3121
H 1.1650 4.7387 1.0846
C 7.5553 -9.8913 -4.8118
H -12.4024 0.6323 3.3251
H 4.7162 -9.5814 1.1472
C 10.4821 1.0953 -0.9574
P 6.0739 -8.3020 -1.2736
H -6.9896 0.5659 -2.8130
C -2.4231 8.5396 4.6232
H 3.0388 -11.1942 0.1312
H 9.1290 -10.7008 -6.0106
H 10.5604 1.8162 -1.7367
C -5.8091 -3.4362 2.6292
H -5.6627 -1.3683 1.9193
C 2.9264 0.4849 -4.5322
H 5.2385 -6.6815 0.1462
H 0.7349 6.4842 1.0895
P -7.9298 0.1176 3.2279
H -4.0098 5.6617 -0.3978
C -4.5368 6.1380 -3.9799
H 5.2798 3.3606 0.6820
C -10.4511 1.5510 3.0506
C -6.7533 0.6373 7.1708
H 1.6819 3.5684 -6.5720
C -3.4244 1.7662 4.7123
H 1.6125 -8.5746 0.0132
C 2.7353 5.1442 -8.7416
H -8.4593 0.5178 8.5562
H 1.4111 5.2622 -6.2889
C 7.6098 -8.5891 -0.4375
H -6.0813 0.4835 4.4815
C -1.7732 -4.8060 -5.9614
C -7.6393 0.2970 5.9880
C -6.0120 -1.9125 2.8531
H -8.5160 0.9923 -2.1894
C -6.8508 6.0195 -0.2912
H 3.9894 -9.3754 -1.7508
F -2.0185 -1.0446 -1.6755
H -13.1725 0.5906 0.9811
H -4.2654 -6.5570 -2.6383
H 8.2397 4.0261 5.4066
H -7.3854 -4.2437 4.0874
C 5.9736 2.9589 3.4248
H 9.8800 3.6270 5.5245
C -5.5226 -2.8439 -1.8235
C 4.7664 -9.4583 -0.9933
H -3.9464 0.6210 3.0916
H -4.8530 6.3142 2.7377
H 10.7004 -0.0274 1.6550
H -1.2188 4.0912 0.8908
H 8.3241 -9.4963 -2.8718
H 1.8948 4.9581 -4.1329
C -3.2861 0.4891 3.9357
H -0.2632 4.2237 2.9557
H 4.6049 -4.2080 -1.8805
C 1.2745 4.8164 -8.3596
H -4.3444 8.7136 3.8494
H -2.7048 5.9322 -5.0779
C 4.0680 -9.2760 0.3857
H -0.8434 5.2584 -6.4877
C 2.8232 -10.1742 0.4866
C -3.0585 -4.6993 -3.6675
C -3.0065 4.2047 -3.7364
C 8.5413 1.9848 6.0183
H -6.0035 6.7009 -0.4659
H -5.3156 -2.0520 -1.0955
H 7.5052 1.8604 9.3796
H -5.4310 5.6484 -3.8025
H 10.6681 -7.1530 -0.2398
H 3.1145 6.0501 -8.2263
H -3.9361 4.7644 -5.6820
H 7.4067 -8.5266 0.6357
H 2.8292 6.3754 2.1416
H -1.9322 2.5472 3.5766
H -3.1906 9.7428 3.0645
H 8.0742 5.7133 3.7236
C 8.7723 -10.8761 -4.9955
C -1.5807 5.0268 1.4002
H 3.1464 1.2462 -5.2990
H -5.7648 0.1916 7.0584
H 1.1281 1.9830 -5.7092
C 10.7898 -8.9504 -1.2215
H -10.3420 2.0124 4.0260
H 8.7114 6.5191 2.3193
H -6.6183 5.1947 1.6844
C 5.4869 -6.6610 -0.9042
H -6.1060 1.0354 1.9428
H 4.4227 4.7045 -2.2839
H 1.4886 5.7401 -1.7362
C 0.3691 0.7798 -4.1759
P -0.5583 3.3458 -4.8443
H 2.4645 -3.3367 -2.3797
C 1.6289 -9.6221 -0.3202
C 10.0288 1.5318 3.0064
C 9.2841 4.4744 2.4422
C 2.1623 4.9103 -1.9986
H 3.8479 5.8599 -1.1317
H -8.6178 0.7680 6.0732
H -2.8448 -6.3674 -4.8909
H 1.5392 -0.9886 -3.8125
H -3.4065 3.9911 -0.3184
C -5.0809 -5.9548 -3.1012
H -2.1345 7.7314 2.0145
H -3.5048 6.1204 3.8389
H -6.5360 -1.8832 -3.4565
C -9.7418 0.1643 3.0341
H -10.0394 -0.5938 3.7536
H 5.9430 4.0779 3.4968
C -7.6663 0.4105 0.5528
C -4.0860 4.7241 0.1845
H 8.7436 -7.1811 -1.8433
H -7.6600 6.6953 -0.0577
H -3.8763 -5.1594 -5.5687
H -7.6899 -0.6361 0.5396
H -3.6069 -0.2998 4.5379
H -6.2282 -3.8164 1.7054
H -4.4370 1.9552 5.1110
C 10.1381 6.3348 3.9616
C -6.2815 -4.2557 3.8918
C 0.1652 1.7839 -5.2688
H -4.7250 7.0981 -4.3568
H -4.9634 -6.2254 -4.1493
H 8.8891 4.3338 1.4165
H 8.9434 7.1004 5.6955
H 3.8348 -4.7239 -0.4652
H -2.6614 3.9021 4.5348
H 7.0254 -7.4569 -3.2455
H 7.5856 3.2579 7.3763
H -5.9313 0.8219 -0.7358
H -1.3720 8.5197 4.3527
H -12.4196 2.3629 2.9237
C -3.5377 5.2535 -4.7696
H -8.1083 -2.0768 2.2867
C 0.2001 4.0868 -3.3210
H 0.8995 3.9874 -9.0042
H 5.5167 1.5678 0.8588
H -8.6653 0.7880 0.4834
H 1.3488 -0.5151 -5.5023
C -6.6130 4.8715 0.6631
H -5.7979 -3.8434 4.7828
C -0.4333 5.1963 2.4553
P -3.2621 4.8610 1.7906
C -3.2181 7.7567 2.2826
H -4.7028 3.6699 3.0931
H 9.8581 0.7556 3.7560
H -6.8536 0.5043 9.2915
H 7.3135 2.3212 1.7971
C 7.6490 1.4097 8.3898
C 2.5632 -4.4177 -2.2052
H -0.6958 6.0164 3.1936
C -12.1461 0.9569 1.2440
C -8.2788 -7.7253 -2.2106
H 9.0834 0.3928 1.4461
H 4.4518 -6.5964 -2.7165
C -2.8969 -5.2849 -5.0273
H -2.2191 0.3251 3.7469
H -11.4414 0.1512 1.0474
H -5.9853 -5.3142 3.8443
H -2.3892 4.6783 -2.9960
H 10.9723 -8.4772 -2.1837
H 9.3951 8.3397 4.4571
H 10.1822 -9.8111 -1.4178
C 4.7198 2.4931 2.6064
C 3.8401 -4.8628 -1.5378
C 7.2416 2.2823 2.9355
H -2.2758 2.1377 -3.9003
H 3.8853 2.1841 0.5808
H 0.5202 1.2208 -3.2114
C -11.9225 1.4043 2.7141
H 9.7507 2.6006 0.3881
H -2.5477 9.3157 5.4218
H 9.2490 2.7812 7.8510
C 0.8829 5.6006 1.7510
H -3.4508 -3.4606 -1.7298
C -7.1706 1.0160 1.8719
H 2.4782 -4.8453 -3.2006
H -7.8172 -0.7638 6.0160
H 6.2629 -5.8977 -1.1063
H -1.5382 5.8251 0.6468
H 0.7140 -10.1496 -0.1440
H 2.0324 4.2169 -1.2071
H -5.6682 3.8553 -0.8738
H -5.3256 -1.5861 3.6246
C 4.2556 -6.3254 -1.7128
C -3.3341 8.7651 3.4418
C 10.4797 1.7493 0.4350
C 4.8856 2.4217 1.0699
H 11.3309 0.3562 -1.0334
H -7.2081 -5.3632 -2.8252
H 11.0247 1.9057 3.2528
C 6.4446 -8.4121 -3.0616
H 4.3113 1.5446 2.9289
H -9.9605 2.2429 2.2812
H -0.4992 0.1470 -3.9714
H 8.3543 -6.5355 -0.2163
H -0.2045 3.4301 -2.5399
H 0.6128 5.7198 -8.5577
H -3.8812 3.7584 -3.2925
F -3.7522 0.6435 -2.2244
C 8.5802 -7.4768 -0.8167
H -7.1316 2.0127 -0.6381
H 1.8503 -9.5833 -1.3649
H 10.9853 6.6634 3.3203
H -7.2406 -7.4672 -4.0406
C -3.7441 6.3519 2.7397
H -4.1129 6.3919 -3.0323
H 11.4464 2.2558 0.6090
H 3.6026 -0.3897 -4.6965
C -3.7391 3.3600 2.7454
C -7.5128 -1.5828 3.0939
H 3.7237 -8.2156 0.5108
H -8.2251 -7.8740 -1.1348
H 2.2740 3.3142 -3.5009